(1)
{
  "formula": "C32H38BMnN8O3",
  "method": "ωB97M-V with the def2-TZVPD basis set",
  "species": ["Mn", "C", "C", "C", "C", "C", "C", "N", "N", "B", "N", "C", "C", "C", "N", "C", "C", "C", "N", "C", "C", "C", "N", "C", "C", "C", "H", "H", "H", "H", "H", "H", "H", "H", "H", "H", "H", "H", "H", "H", "H", "H", "H", "H", "H", "H", "H", "H", "H", "H", "H", "H", "H", "H", "O", "C", "C", "C", "C", "C", "C", "C", "O", "N", "N", "C", "C", "C", "C", "C", "C", "C", "O", "H", "H", "H", "H", "H", "H", "H", "H", "H", "H"],
  "positions_angstrom": [[-0.560, 0.411, -0.020], [0.001, 2.515, -3.581], [-0.805, 3.411, -2.634], [-2.245, 2.897, -2.524], [-0.084, 3.541, -1.313], [0.275, 4.724, -0.640], [1.074, 4.303, 0.404], [1.177, 2.965, 0.333], [0.449, 2.492, -0.702], [2.143, 2.089, 1.164], [1.294, 1.376, 2.256], [1.558, 1.305, 3.568], [0.541, 0.604, 4.182], [-0.328, 0.253, 3.134], [0.138, 0.726, 1.982], [-1.630, -0.496, 3.200], [-2.385, -0.181, 4.492], [-1.402, -2.007, 3.077], [2.966, 1.136, 0.256], [4.297, 0.930, 0.386], [4.707, 0.097, -0.627], [3.522, -0.176, -1.351], [2.489, 0.454, -0.813], [3.348, -0.973, -2.617], [4.000, -0.240, -3.795], [3.915, -2.388, -2.502], [-0.461, 2.484, -4.573], [0.046, 1.498, -3.184], [1.029, 2.870, -3.683], [-0.840, 4.417, -3.056], [-2.255, 1.868, -2.167], [-2.730, 2.923, -3.505], [-2.837, 3.493, -1.827], [-0.001, 5.738, -0.889], [1.596, 4.861, 1.167], [2.951, 2.794, 1.730], [2.435, 1.783, 3.978], [0.438, 0.382, 5.233], [-2.232, -0.163, 2.352], [-1.848, -0.578, 5.360], [-3.378, -0.639, 4.475], [-2.505, 0.897, 4.632], [-0.762, -2.360, 3.892], [-0.913, -2.249, 2.137], [-2.352, -2.548, 3.120], [4.855, 1.393, 1.186], [5.704, -0.277, -0.806], [2.274, -1.030, -2.796], [5.076, -0.136, -3.625], [3.579, 0.761, -3.911], [3.854, -0.791, -4.730], [4.989, -2.354, -2.289], [3.772, -2.938, -3.437], [3.436, -2.944, -1.700], [2.271, -2.881, 0.643], [1.518, -3.903, 0.217], [2.054, -5.194, 0.309], [1.330, -6.285, -0.125], [0.053, -6.118, -0.659], [-0.482, -4.844, -0.737], [0.230, -3.728, -0.308], [-0.386, -2.376, -0.329], [0.364, -1.393, 0.012], [-1.649, -2.275, -0.614], [-2.030, -0.938, -0.421], [-3.283, -0.762, -0.366], [-3.945, 0.463, 0.003], [-5.345, 0.467, 0.085], [-6.042, 1.574, 0.502], [-5.323, 2.732, 0.850], [-3.957, 2.765, 0.784], [-3.213, 1.628, 0.364], [-1.941, 1.691, 0.294], [1.740, -2.054, 0.497], [3.048, -5.302, 0.728], [1.759, -7.277, -0.039], [-0.514, -6.974, -1.005], [-1.477, -4.681, -1.132], [-3.894, -1.646, -0.556], [-5.880, -0.441, -0.180], [-7.122, 1.549, 0.570], [-5.858, 3.619, 1.170], [-3.398, 3.656, 1.043]],
  "forces_ev_per_a": [[-0.2, 0.0, 0.1], [0.0, 0.1, 0.0], [-0.1, -0.2, 0.1], [0.0, 0.1, 0.0], [0.0, 0.1, -0.2], [-0.1, 0.0, 0.0], [0.0, -0.1, -0.2], [0.2, 0.2, 0.0], [0.2, -0.5, 0.6], [-0.1, -0.1, -0.1], [0.2, -0.3, -0.2], [-0.1, 0.1, 0.0], [0.0, -0.1, 0.0], [-0.2, 0.1, 0.0], [0.2, -0.1, -0.5], [0.1, -0.1, 0.1], [0.0, 0.1, 0.0], [0.0, 0.1, 0.0], [0.0, 0.1, 0.2], [-0.1, 0.0, 0.0], [0.0, -0.2, 0.0], [0.0, 0.0, 0.0], [0.1, 0.1, 0.2], [0.2, 0.1, 0.0], [0.0, 0.0, 0.0], [0.0, 0.0, 0.0], [0.0, 0.0, 0.1], [0.0, 0.0, 0.0], [0.0, 0.0, 0.0], [0.0, 0.1, 0.0], [0.0, -0.1, 0.0], [0.0, 0.0, 0.1], [0.0, 0.0, 0.0], [0.0, -0.1, 0.0], [0.0, -0.1, -0.1], [-0.2, 0.0, 0.1], [-0.1, 0.0, -0.1], [0.0, 0.0, -0.1], [0.0, 0.0, 0.0], [0.0, 0.0, 0.0], [0.1, 0.0, 0.0], [0.0, -0.1, 0.0], [0.0, 0.0, 0.0], [0.0, 0.0, 0.0], [0.0, 0.0, 0.0], [-0.1, 0.0, -0.1], [-0.1, 0.1, 0.0], [-0.1, 0.0, 0.0], [0.0, 0.0, 0.0], [0.0, 0.0, 0.0], [0.0, 0.0, 0.1], [0.0, 0.0, 0.0], [0.0, 0.0, 0.0], [0.0, 0.0, 0.1], [0.3, -0.1, 0.1], [0.1, -0.1, 0.0], [0.0, 0.1, 0.0], [0.0, 0.0, 0.0], [0.0, 0.0, 0.0], [-0.1, -0.1, -0.1], [-0.1, 0.0, 0.0], [0.1, -0.6, -0.1], [0.5, 0.7, -0.1], [-0.2, 0.3, -0.1], [1.4, -0.3, 0.5], [-1.3, 0.2, 0.0], [0.0, -0.1, 0.1], [-0.1, -0.1, 0.0], [-0.1, 0.1, 0.0], [-0.2, -0.1, 0.0], [0.1, 0.0, 0.0], [-0.3, -0.2, -0.2], [0.2, 0.8, 0.3], [0.0, 0.0, -0.1], [0.0, 0.0, 0.0], [0.0, 0.0, 0.0], [0.0, 0.0, 0.0], [0.0, 0.0, 0.0], [-0.1, 0.1, 0.0], [0.0, 0.0, 0.0], [0.0, 0.0, 0.0], [0.0, 0.0, 0.0], [0.0, 0.0, 0.0]],
  "energy_ev": -83865.8383,
  "charge": -1,
  "multiplicity": 2,
  "homo_ha": [-0.175, -0.172],
  "e_above_lowest_ev": 0.000,
  "homo_lumo_gap_ev": [7.56, 7.49],
  "s_squared": 0.780,
  "e_lumo_ev": [2.80, 2.80]
}

=====

(2)
{
  "formula": "C32H38Cl3FN8O3SSiZr",
  "method": "ωB97M-V with the def2-TZVPD basis set",
  "species": ["Zr", "C", "C", "N", "C", "C", "C", "O", "O", "C", "O", "C", "C", "C", "F", "C", "C", "C", "N", "C", "C", "N", "C", "C", "H", "H", "H", "H", "H", "H", "H", "H", "H", "H", "H", "H", "H", "H", "H", "H", "H", "H", "N", "C", "C", "C", "C", "C", "C", "C", "C", "C", "C", "C", "C", "H", "H", "H", "H", "H", "H", "H", "H", "H", "H", "Cl", "Si", "Cl", "Cl", "N", "N", "H", "H", "H", "H", "C", "N", "C", "C", "N", "C", "S", "H", "H", "H", "H", "H", "H"],
  "positions_angstrom": [[-0.395, -0.411, 0.311], [0.563, 3.884, 6.820], [1.630, 2.955, 6.264], [1.090, 2.027, 5.238], [1.253, 2.335, 3.945], [0.693, 1.640, 2.916], [0.978, 2.073, 1.517], [1.201, 3.228, 1.268], [0.920, 1.080, 0.642], [-0.203, 0.585, 3.205], [-0.955, 0.063, 2.325], [-0.270, 0.155, 4.580], [-0.961, -1.014, 4.928], [-1.019, -1.411, 6.222], [-1.620, -2.580, 6.509], [-0.461, -0.650, 7.274], [0.215, 0.503, 6.923], [0.354, 0.897, 5.586], [-0.609, -1.011, 8.629], [-1.493, -2.102, 9.067], [-1.694, -1.990, 10.584], [-1.588, -0.532, 10.968], [-0.159, -0.042, 10.814], [0.448, -0.741, 9.600], [1.000, 4.541, 7.576], [-0.259, 3.325, 7.278], [0.147, 4.510, 6.026], [2.105, 2.369, 7.045], [2.414, 3.525, 5.781], [1.872, 3.201, 3.727], [-1.421, -1.621, 4.153], [0.630, 1.128, 7.703], [-1.101, -3.093, 8.847], [-2.451, -2.007, 8.567], [-0.939, -2.518, 11.157], [-2.670, -2.364, 10.874], [-1.919, -0.370, 11.914], [-2.184, 0.003, 10.342], [0.377, -0.285, 11.726], [-0.201, 1.034, 10.700], [0.923, -1.677, 9.901], [1.228, -0.119, 9.186], [-1.529, 1.789, 0.119], [-2.890, 1.692, -0.364], [-3.935, 2.128, 0.425], [-5.243, 1.976, -0.010], [-5.489, 1.385, -1.242], [-4.423, 0.956, -2.022], [-3.103, 1.101, -1.599], [-1.979, 0.570, -2.433], [-2.085, 0.755, -3.815], [-1.164, 0.196, -4.690], [-0.124, -0.570, -4.185], [0.003, -0.722, -2.819], [-0.878, -0.148, -1.889], [-1.490, 2.399, 0.917], [-0.927, 2.170, -0.597], [-3.725, 2.584, 1.389], [-6.065, 2.322, 0.608], [-6.505, 1.250, -1.592], [-4.619, 0.463, -2.970], [-2.904, 1.350, -4.207], [-1.271, 0.343, -5.761], [0.591, -1.036, -4.854], [0.836, -1.321, -2.477], [-2.664, -4.708, 0.402], [-1.504, -3.163, -0.327], [-0.273, -2.724, 1.656], [-2.772, -1.363, 0.425], [2.148, -1.165, 1.148], [1.667, -1.409, -0.194], [2.989, -0.610, 1.113], [2.353, -2.043, 1.588], [2.003, -2.281, -0.543], [2.069, -0.678, -0.812], [4.622, 0.371, -4.476], [3.305, 1.005, -4.558], [2.677, 1.381, -5.752], [1.487, 1.898, -5.426], [1.408, 1.825, -4.041], [2.511, 1.282, -3.493], [2.793, 1.026, -1.830], [5.267, 0.798, -5.238], [4.543, -0.704, -4.624], [5.035, 0.562, -3.493], [3.148, 1.255, -6.717], [0.695, 2.300, -6.044], [0.633, 2.125, -3.476]],
  "forces_ev_per_a": [[0.9, 0.6, 0.1], [-0.1, 0.0, 0.0], [-0.2, -0.2, -0.2], [0.0, 0.0, 0.4], [0.2, 0.2, 0.1], [-0.1, -0.2, 0.1], [-0.3, -0.6, -0.3], [0.2, 0.2, -0.2], [0.1, 0.9, 0.4], [-0.1, 0.1, -0.2], [0.1, 0.1, 0.7], [-0.2, 0.0, 0.0], [-0.1, 0.0, -0.3], [0.0, 0.0, 0.2], [0.0, -0.1, 0.0], [-0.1, -0.1, 0.3], [0.1, 0.1, 0.2], [0.2, 0.3, 0.0], [0.0, 0.0, 0.0], [0.2, 0.4, 0.1], [0.0, 0.2, -0.1], [0.3, -0.3, -0.1], [-0.2, -0.2, 0.0], [-0.3, -0.2, -0.2], [0.0, -0.1, -0.1], [0.1, 0.1, 0.0], [0.0, -0.1, 0.1], [0.1, -0.1, 0.0], [0.1, 0.1, -0.1], [-0.1, 0.0, 0.0], [0.1, 0.1, 0.1], [-0.1, -0.1, -0.1], [0.1, -0.1, 0.0], [-0.1, 0.0, 0.0], [0.1, 0.0, 0.1], [-0.1, 0.0, 0.1], [-0.1, 0.0, 0.2], [-0.1, 0.1, -0.1], [0.0, 0.0, 0.1], [-0.1, 0.2, 0.0], [0.1, -0.1, 0.0], [0.1, 0.1, -0.1], [-0.8, -1.0, -0.5], [0.5, 0.2, 0.2], [-0.1, 0.1, 0.2], [-0.1, 0.0, 0.0], [0.1, 0.0, 0.0], [-0.1, -0.1, -0.1], [0.1, -0.3, -0.3], [0.1, 0.0, 0.1], [0.1, 0.0, -0.1], [-0.2, -0.1, 0.0], [-0.3, -0.2, -0.2], [-0.1, -0.1, 0.2], [-0.4, 0.2, -0.2], [0.1, 0.2, 0.4], [0.2, 0.2, -0.2], [0.0, 0.0, -0.1], [0.1, -0.1, -0.1], [0.1, 0.0, 0.0], [0.0, 0.1, 0.1], [0.1, -0.1, 0.0], [0.0, 0.0, 0.1], [0.0, 0.0, 0.0], [0.0, 0.0, 0.0], [0.0, 0.1, -0.1], [-0.2, -0.3, 0.3], [-0.1, -0.6, -0.1], [-0.6, -0.3, -0.1], [-0.1, 0.0, 0.1], [-0.3, 1.1, 0.2], [0.2, 0.2, -0.1], [0.0, -0.4, 0.1], [0.0, -0.8, -0.3], [0.1, 0.0, -0.1], [-0.3, 0.2, -0.1], [0.4, -0.2, -0.2], [0.6, -0.3, 0.2], [-0.4, 0.2, 0.4], [-0.1, 0.6, -0.1], [0.1, -0.2, -0.4], [0.3, 0.4, -0.7], [0.0, 0.0, 0.0], [0.0, -0.1, 0.0], [0.0, 0.1, 0.1], [0.0, 0.0, 0.2], [0.2, -0.1, 0.2], [-0.1, 0.0, 0.0]],
  "energy_ev": -112136.1990,
  "charge": 2,
  "homo_ha": -0.414,
  "e_above_lowest_ev": 1.237,
  "homo_lumo_gap_ev": 6.23,
  "e_lumo_ev": -5.05
}